Record 1
60
Properties=species:S:1:pos:R:3:forces:R:3:mulliken_charge:R:1 method="wB97M-V/def2-TZVPD" homo_lumo_gap_ev="6.197 / 6.986" lumo_ha="-0.124 / -0.147" multiplicity=5 homo_ev="-9.57 / -10.99" energy_ev=-33349.2818 total_charge=+1 mol_weight_g_mol=467.60 relative_energy_kcal_mol=0.0
C 1.465753 -1.813340 0.515015 -0.665 -0.974 0.022 0.464
C 1.980231 -1.230476 -0.659558 -0.642 0.670 -0.157 0.696
C 0.993151 -1.268662 -1.670756 -0.040 -0.242 0.191 1.554
C -0.191515 -1.929181 -1.142353 0.994 -1.812 0.279 -0.377
C 0.133883 -2.312009 0.252439 0.482 -0.787 -0.705 1.305
Ru -0.644204 -0.393771 0.039734 1.501 2.704 -1.392 0.526
C -2.687881 1.471236 -1.313463 -0.357 1.391 -3.267 0.211
C -2.514453 0.961361 -0.097039 -1.315 -0.935 2.423 0.214
H -2.519102 1.589661 0.806691 -0.071 0.203 -0.684 0.422
C -2.622337 -0.503565 0.256093 -0.349 -0.138 0.426 -1.269
H -3.225648 -1.087098 -0.445578 0.253 0.112 0.140 0.500
H -2.863439 -0.737991 1.312614 -0.181 0.404 -0.708 0.282
C -2.996578 3.009800 -1.525056 -1.107 -0.353 -0.073 -1.246
H -2.434627 3.628653 -0.818241 -0.268 -0.276 0.266 0.388
H -2.704453 3.438970 -2.513120 -0.254 -0.857 0.503 0.302
H -4.146729 3.242549 -1.394923 2.259 -0.666 -0.156 0.307
C -2.550707 0.587876 -2.624325 -1.033 -1.196 0.166 -0.606
H -1.591120 -0.015759 -2.673345 -1.194 0.481 0.667 -0.098
H -3.467394 -0.172041 -2.806368 2.046 1.775 0.564 0.329
H -2.432119 1.194574 -3.533745 -0.551 0.146 0.448 0.364
C 3.351498 -0.659829 -0.790228 0.341 0.229 -0.031 -1.690
H 3.608150 -0.033709 0.078021 -0.038 -0.191 -0.216 0.307
H 4.112520 -1.453926 -0.852353 -0.261 0.148 0.067 0.328
H 3.453591 -0.041151 -1.687280 -0.064 -0.117 0.169 0.397
C 1.180198 -0.848969 -3.084854 0.199 0.070 -0.246 -1.606
H 1.744217 0.085948 -3.153653 -0.110 -0.059 -0.061 0.222
H 1.750734 -1.614975 -3.637583 -0.201 0.182 0.150 0.359
H 0.223669 -0.717176 -3.596732 0.166 0.021 -0.004 0.416
C -1.277246 -2.568974 -1.926911 -0.317 -0.596 -0.358 -1.442
H -1.353656 -2.119283 -2.919132 -0.094 -0.181 0.080 0.345
H -1.089322 -3.647216 -2.043748 -0.066 0.268 -0.077 0.325
H -2.230187 -2.439570 -1.407717 0.117 -0.288 -0.373 0.236
C -0.604993 -3.329691 1.056366 0.046 -0.227 0.372 -1.893
H -1.654403 -3.353750 0.752526 0.118 -0.114 0.105 0.389
H -0.176415 -4.341113 0.931067 -0.160 0.379 0.043 0.312
H -0.566260 -3.070089 2.126264 -0.081 -0.195 -0.296 0.379
C 2.211404 -2.036135 1.782245 0.087 0.208 0.341 -1.670
H 1.521239 -2.191765 2.620398 0.168 -0.003 -0.131 0.336
H 2.860415 -2.922891 1.717354 -0.158 0.204 -0.004 0.365
H 2.853699 -1.178337 2.025299 -0.074 -0.212 -0.018 0.360
C 1.540987 2.460854 -1.578118 1.436 -0.002 2.730 0.063
C 0.247060 2.385320 -2.122568 0.571 -3.713 6.111 1.083
C 2.844371 2.887648 -1.887486 -4.039 -0.210 -3.720 -1.330
C 0.318510 2.751408 -3.365844 -1.365 0.921 -4.483 0.148
H -0.691059 1.642509 -1.535113 3.149 3.041 -1.857 -0.534
C 2.821784 3.207980 -3.334514 -2.643 -1.011 1.811 -0.405
H 3.701084 2.969677 -1.280134 0.626 -0.068 0.755 0.556
C 1.576558 3.079096 -3.965183 -1.442 0.859 -2.547 -0.608
H -0.697505 2.738288 -3.878346 1.772 0.194 -0.342 0.134
H 3.613534 3.528733 -3.942746 1.319 0.287 -0.350 0.465
H 1.370947 3.273342 -5.089067 1.263 -0.071 1.900 0.252
N -1.010755 1.117592 5.109696 0.121 -0.337 -0.031 -0.702
N -0.269387 0.708175 3.991179 -0.799 2.202 -2.047 0.791
N 0.784477 1.511510 3.596123 -1.064 -1.879 -0.099 -0.636
C 0.819864 1.265950 2.295841 0.012 0.186 -0.052 -0.435
N -0.214251 0.474752 1.874124 -0.156 0.666 3.225 0.473
N -0.962735 0.192017 2.965094 2.484 0.511 0.097 -0.404
H -1.665339 0.379648 5.368053 0.389 0.117 0.063 0.279
H -0.392255 1.418896 5.860305 0.000 -0.381 -0.218 0.301
H 1.582646 1.701919 1.616439 -0.758 -0.487 0.587 0.462

***

Record 2
64
Properties=species:S:1:pos:R:3:forces:R:3:mulliken_charge:R:1 method="wB97M-V/def2-TZVPD" homo_lumo_gap_ev="4.844 / 4.843" lumo_ha="0.078 / 0.078" homo_ev="-2.73 / -2.73" energy_ev=-64648.8909 total_charge=-1 mol_weight_g_mol=666.71 relative_energy_kcal_mol=103.6
Au -0.460585 0.195655 -0.277030 -0.059 -0.715 3.367 2.005
F 3.405325 3.681536 1.829678 0.092 0.050 0.014 -0.384
C 2.829973 3.062015 0.769574 -0.318 -0.186 -0.046 0.474
C 1.766165 2.208335 0.970075 -0.135 -0.003 -0.273 -1.074
C 1.175459 1.571592 -0.117804 0.499 0.186 -1.818 -0.082
C 1.664372 1.804140 -1.445272 0.107 0.080 0.298 0.068
C 2.744451 2.680368 -1.563611 -0.414 -0.298 -0.027 0.667
F 3.298467 2.979525 -2.774846 0.174 0.124 0.048 -0.391
C 3.332425 3.307845 -0.485830 0.504 0.346 -0.024 -0.995
C 1.022995 1.124899 -2.651002 0.138 0.233 0.367 0.120
C 1.457520 1.319225 -3.965630 0.033 0.012 -0.170 -1.256
C 0.822044 0.669166 -5.010985 0.119 0.095 0.039 -0.222
C -0.239992 -0.166375 -4.745408 -0.153 -0.104 -0.004 -1.119
C -0.620656 -0.313592 -3.421877 -0.511 -0.376 -0.048 0.154
N -0.016846 0.300382 -2.415524 1.080 0.397 -1.887 0.229
H 1.400000 2.046715 1.974931 0.033 0.186 0.042 0.509
H 4.167507 3.979994 -0.629517 -0.025 -0.001 -0.041 0.481
H 2.282689 1.968590 -4.194500 -0.010 0.013 0.085 0.555
H 1.160952 0.821660 -6.029159 0.027 0.028 0.022 0.409
H -0.762609 -0.689718 -5.535303 -0.040 -0.012 0.041 0.432
H -1.478141 -0.976991 -3.130056 1.594 1.312 -1.530 0.326
O 0.883870 -1.443732 -0.101863 0.980 -1.279 -0.413 -0.775
S 1.664224 -1.996411 1.058580 -0.212 0.112 0.158 0.313
C 2.720476 -3.312655 0.372683 0.210 0.010 -0.267 -0.709
C 4.057128 -2.680689 0.014974 0.186 -0.075 0.074 -0.620
C 4.357288 -1.722200 1.161425 -0.022 -0.012 -0.109 -0.799
C 3.091044 -0.887073 1.329096 0.431 -0.122 0.178 -0.002
H 2.216325 -3.765129 -0.479798 -0.224 0.079 0.103 0.364
H 2.839359 -4.062848 1.157204 -0.055 0.033 0.037 0.399
H 3.975410 -2.129886 -0.924804 -0.040 0.019 0.027 0.287
H 4.838617 -3.433701 -0.105487 -0.035 -0.020 -0.030 0.379
H 5.224160 -1.093735 0.952895 -0.045 0.059 0.040 0.369
H 4.567634 -2.282971 2.076899 0.024 -0.032 -0.033 0.317
H 3.035103 -0.099853 0.576912 -0.252 -0.062 -0.032 -0.219
H 3.005494 -0.439662 2.317470 -0.124 0.050 -0.047 0.504
C -4.876484 -1.467084 0.684614 -0.074 -0.359 -0.389 -1.230
Si -3.339445 -0.752123 -0.175088 0.501 0.227 0.597 0.440
C -2.866690 -1.842917 -1.662218 -0.109 -0.096 0.083 -0.916
C -3.917249 0.905566 -0.847582 -1.352 -0.489 -0.476 -0.991
C -1.883546 -0.827514 1.008723 -0.659 1.162 -0.474 -0.573
Si -1.613054 0.324997 2.466838 -0.465 -0.579 -0.777 0.225
C -1.830705 2.153194 2.146847 0.153 0.300 0.921 -0.838
C -2.814937 -0.150546 3.857521 0.295 0.105 0.289 -1.253
C 0.146428 0.054962 3.115580 -0.222 -0.150 0.518 0.154
H -5.718897 -1.541491 -0.012875 -0.052 0.001 0.068 0.305
H -5.180518 -0.827612 1.516141 0.062 0.029 0.000 0.253
H -4.673528 -2.468707 1.077133 -0.039 0.019 0.060 0.258
H -3.695254 -1.900708 -2.377586 0.076 -0.042 -0.081 0.326
H -2.622326 -2.859718 -1.337367 0.009 -0.001 -0.016 0.341
H -1.972821 -1.429245 -2.176626 -1.552 -0.995 1.764 -0.186
H -4.643485 0.730275 -1.664709 -0.169 -0.161 0.286 0.389
H -3.097970 1.493051 -1.241887 0.071 -0.047 -0.020 0.286
H -4.426445 1.490630 -0.074984 0.026 -0.010 0.008 0.265
H -1.510586 -1.847275 1.160015 -0.118 0.005 0.024 0.779
H -2.883744 2.411462 2.011323 0.015 0.002 -0.100 0.290
H -1.285331 2.470108 1.262013 -0.137 -0.058 -0.108 0.225
H -1.457113 2.725608 3.012292 -0.157 -0.148 0.126 0.374
H -3.847277 0.030730 3.550497 0.012 -0.018 -0.045 0.247
H -2.622756 0.435922 4.763416 -0.072 -0.027 0.030 0.305
H -2.712896 -1.209467 4.112710 -0.053 -0.005 -0.011 0.291
H 0.873551 0.330205 2.360135 -0.030 -0.048 -0.036 -1.143
H 0.300071 -0.995590 3.380548 -0.010 0.021 0.067 0.334
H 0.328655 0.662754 4.008824 0.050 -0.020 -0.002 0.460
O -1.583296 1.676113 -0.481338 0.447 1.259 -0.447 -1.129

***

Record 3
82
Properties=species:S:1:pos:R:3:forces:R:3:mulliken_charge:R:1 method="wB97M-V/def2-TZVPD" homo_lumo_gap_ev=9.413 lumo_ha=0.010 homo_ev=-9.15 energy_ev=-94666.6722 mol_weight_g_mol=785.26
C 4.471268 -3.149122 2.458836 -0.209 0.111 -0.026 -1.329
C 4.213522 -1.883211 3.274606 -0.157 -0.079 -0.172 0.733
O 5.305425 -0.977715 3.198915 -0.046 0.089 0.097 -0.459
C 5.175384 0.028083 2.214294 0.123 0.013 -0.049 -0.316
C 4.676071 1.349134 2.788885 -0.069 -0.161 0.001 -1.054
C 3.207257 1.397388 3.211527 -0.010 0.139 0.024 -0.630
C 2.266632 1.526758 2.014148 -0.017 0.113 -0.061 -0.261
C 0.773145 1.337000 2.340619 0.131 0.336 -0.191 -1.226
C 0.219468 0.053922 1.753415 0.178 -0.103 0.149 -0.755
O 1.068255 -1.039278 2.205628 -0.080 0.478 0.350 -0.153
C 0.501378 -1.448235 3.374718 -0.115 -0.386 -0.264 0.405
O 1.083993 -1.786770 4.351076 0.032 -0.271 -0.085 -0.538
O -0.843506 -1.449385 3.226530 0.123 0.628 0.339 -0.336
C -1.180577 -0.445224 2.204955 0.044 -0.335 -0.104 0.714
B -2.236628 0.537492 2.931934 -0.191 -0.051 -0.076 0.875
O -1.785885 1.693132 3.487789 0.015 -0.066 -0.150 -0.642
C -3.746268 0.122031 3.082017 -0.071 -0.007 0.001 -0.128
C -3.945727 -0.794199 4.310556 -0.115 -0.016 0.018 -1.235
P -1.952035 -1.300189 0.724019 0.095 -0.121 -0.173 0.546
N -0.764999 -2.421190 0.212162 0.174 0.247 0.327 -0.748
O -2.907059 -2.381332 1.525888 0.009 0.090 0.025 -0.523
H 4.093714 -3.041283 1.439465 0.128 0.009 -0.042 0.198
H 3.953149 -3.999830 2.904557 0.059 -0.031 -0.013 0.379
H 5.540251 -3.353711 2.410557 -0.015 -0.079 0.105 0.386
H 4.039363 -2.116014 4.325243 0.186 -0.006 0.026 0.388
H 3.304580 -1.398409 2.915083 0.043 -0.038 0.074 -0.418
H 4.548113 -0.325698 1.385333 -0.032 0.032 0.029 0.127
H 6.176344 0.194584 1.807244 -0.014 -0.028 -0.039 0.421
H 5.310426 1.578728 3.647981 0.039 0.062 -0.057 0.399
H 4.844445 2.119460 2.026165 0.045 0.070 0.099 0.386
H 3.074837 2.280680 3.844890 -0.089 -0.044 0.021 0.431
H 2.932941 0.544566 3.838248 0.093 -0.079 -0.098 0.288
H 2.580994 0.842134 1.218757 -0.089 -0.080 0.056 -0.050
H 2.393014 2.531620 1.600570 0.088 -0.036 -0.030 0.550
H 0.220892 2.177379 1.916759 -0.196 -0.107 0.049 0.472
H 0.598622 1.379560 3.416050 0.064 -0.088 0.029 0.491
H 0.328889 0.107291 0.666452 -0.123 -0.125 -0.024 0.189
H -2.500210 2.207463 3.878202 -0.004 -0.001 0.081 0.316
H -4.117529 -0.409138 2.203035 -0.040 0.054 0.008 -0.074
H -4.376273 1.013176 3.188264 0.082 0.033 0.031 0.487
H -3.661914 -1.819329 4.079152 0.119 0.033 0.007 0.229
H -4.993212 -0.803471 4.614283 0.004 -0.012 -0.025 0.376
H -3.361283 -0.465497 5.172193 0.012 -0.001 -0.017 0.277
H -0.012961 -1.988444 -0.313810 -0.109 -0.135 -0.273 0.122
H -0.324726 -2.906989 0.991058 -0.040 -0.078 0.003 0.332
H -2.870866 -3.233404 1.076664 -0.050 -0.043 -0.001 0.295
C -4.109687 0.083620 -3.556774 0.113 -0.484 -0.103 -0.882
C -3.484941 1.006323 -2.506354 -0.038 0.129 0.035 0.786
C -4.262335 1.251825 -1.207307 0.017 -0.018 0.000 0.231
F -5.429512 1.879080 -1.453220 0.009 -0.003 0.021 -0.260
F -3.517283 2.047473 -0.402750 -0.016 -0.003 0.013 -0.231
F -3.118060 2.175204 -3.060512 0.016 -0.010 0.032 -0.300
F -2.350387 0.360879 -2.086789 0.022 0.081 -0.108 -0.018
O -4.772105 0.713815 -4.630622 0.126 0.440 0.069 -0.393
C -6.095273 1.028490 -4.583225 -0.116 -0.162 -0.150 0.819
C -6.324694 2.538748 -4.746099 0.000 -0.006 -0.033 0.186
F -5.673746 3.219139 -3.783106 -0.027 -0.003 -0.006 -0.213
F -7.646820 2.790498 -4.631461 -0.006 0.019 -0.009 -0.257
F -6.695346 0.556231 -3.477252 -0.030 0.032 0.052 -0.293
F -6.696328 0.441880 -5.648461 -0.030 -0.037 0.067 -0.308
H -3.259399 -0.417336 -4.018890 -0.025 0.010 0.000 0.425
H -4.726244 -0.682705 -3.085583 -0.040 0.101 0.074 0.353
H -4.448098 0.306605 -0.691656 -0.019 0.000 0.002 0.187
H -5.972152 2.862918 -5.726544 0.007 0.013 0.000 0.244
C 3.428749 0.988598 -2.936906 0.171 0.428 -0.019 -0.943
C 4.155456 -0.342098 -2.712915 -0.013 -0.045 0.072 1.094
C 4.418219 -1.229584 -3.934452 0.047 0.011 0.029 -0.041
F 3.258731 -1.622100 -4.499632 0.006 0.010 -0.026 -0.206
F 5.089081 -2.329237 -3.530831 -0.020 -0.013 -0.026 -0.265
F 3.542118 -1.053889 -1.746527 0.013 -0.001 0.008 -0.222
F 5.401360 -0.003181 -2.259997 0.000 -0.006 -0.001 -0.347
O 2.045014 1.003095 -2.662703 -0.063 -0.400 0.211 -0.298
C 1.100805 0.726344 -3.606394 -0.077 0.218 -0.003 0.730
C 0.262831 -0.493402 -3.202413 0.000 -0.051 0.058 0.823
F 1.049211 -1.576787 -3.038003 -0.027 -0.003 -0.012 -0.209
F -0.629979 -0.759515 -4.182790 -0.015 0.007 0.008 -0.286
F 1.622082 0.587956 -4.836158 0.047 -0.062 -0.029 -0.303
F 0.244281 1.774431 -3.644324 0.021 -0.006 -0.093 -0.276
H 3.857531 1.656917 -2.191346 -0.015 0.016 -0.016 0.418
H 3.658257 1.403811 -3.918709 -0.026 -0.138 -0.049 0.303
H 5.021343 -0.695102 -4.672813 -0.011 -0.003 -0.013 0.298
H -0.263391 -0.283462 -2.271396 -0.010 0.010 -0.033 -0.282